{
  "formula": "C3H4AgNaO3",
  "method": "ωB97M-V/def2-TZVPD",
  "symbols": ["C", "H", "Na", "C", "Ag", "H", "O", "O", "H", "C", "O", "H"],
  "positions_angstrom": [[-1.77520, 1.39054, -0.27047], [-3.65615, 2.48706, 0.11931], [3.08412, 1.27738, -0.30307], [-3.12395, 1.55063, 0.30154], [-1.51773, -2.49402, -0.14624], [-3.71244, 0.66747, 0.56017], [-1.31029, 0.06364, -0.33439], [0.37314, -1.31835, 0.10909], [-1.72683, 1.74848, -1.31354], [0.16661, -0.09544, -0.06712], [0.98809, 0.77550, -0.38120], [-0.87180, 1.86707, 0.34329]],
  "forces_ev_per_angstrom": [[2.2, 1.4, 0.6], [0.3, -0.3, 0.2], [-0.2, -0.1, 0.0], [-0.2, -0.2, -0.3], [0.2, 0.4, 0.1], [0.3, 0.3, 0.0], [2.3, -1.0, 1.2], [0.2, 0.4, 0.8], [-0.1, 0.5, 0.4], [-1.7, -2.1, -2.9], [-0.9, 0.4, 1.2], [-2.3, 0.2, -1.2]],
  "lowdin_charge": [-0.310, 0.062, 0.874, 0.076, 0.879, 0.055, -0.157, -0.082, 0.129, -0.631, -0.051, 0.156],
  "s_squared": 0.754,
  "multiplicity": 2,
  "mol_weight_g_mol": 218.9,
  "e_lumo_ev": [-4.4, -4.4],
  "orbital_gap_ev": [6.6, 9.1],
  "charge": 1,
  "energy_ev": -17726.1218
}